# C43H114N7O21Zn

C43H114N7O21Zn as an isolated structure in a non-equilibrium geometry (ωB97M-V/def2-TZVPD, the OMol25 dataset).

Calculated values
HOMO = -9.76 eV
E_LUMO = -1.5776 eV
total charge = +1
energy above the lowest of the compared OMol25 structures with the same formula, charge and spin = 1.011 eV
HOMO-LUMO gap = 8.180 eV
E_tot = -5448.96808 Eh

Last column: Löwdin charge in e.
Positions of all 186 atoms, in Å:
Zn  -1.5190  -2.4379  0.2474  0.69
O  1.0873  0.1921  -0.3974  0.11
C  0.3691  -0.8294  -0.0114  -0.81
O  0.1104  -0.9220  1.1408  0.06
O  -0.1192  -1.6500  -0.9210  -0.08
H  0.9619  0.4573  -1.3551  0.10
C  1.5686  5.4432  4.4425  -0.08
O  0.6450  4.3943  4.1820  -0.20
C  1.1960  3.5566  3.2025  -0.26
C  0.2553  2.5190  2.6080  -0.12
N  -0.1996  1.5775  3.7589  -0.01
C  -1.1321  1.9951  4.8389  -0.19
C  -2.4586  2.4695  4.3982  -0.20
O  -3.2466  1.3407  3.9736  -0.26
C  -4.5634  1.7493  3.5515  -0.07
H  2.5379  4.9623  4.6817  0.09
H  1.2248  6.0440  5.2913  0.09
H  1.6406  6.0534  3.5483  0.09
H  2.0906  3.1043  3.6487  0.13
H  1.4688  4.1736  2.3865  0.09
H  0.8050  1.8504  1.9650  0.10
H  -0.5386  3.0486  2.0674  0.08
H  -0.5260  0.7438  3.3316  0.04
H  -0.6305  2.7509  5.5023  0.13
H  -1.3359  1.1014  5.4682  0.12
H  -2.3641  3.1403  3.5149  0.12
H  -2.9194  2.9659  5.2663  0.14
H  -4.4481  2.0734  2.5066  0.09
H  -4.9497  2.5199  4.1917  0.09
H  -5.2800  0.9298  3.6507  0.09
C  -5.2998  6.8191  -0.0367  -0.11
O  -3.9505  6.6848  -0.5026  -0.20
C  -2.9543  6.5522  0.5484  -0.19
C  -2.8524  5.1657  1.2210  -0.24
N  -2.7061  4.1187  0.2636  -0.05
C  -1.3962  4.0038  -0.4348  -0.16
C  -1.2332  2.5919  -1.0681  -0.20
O  -2.3067  2.3864  -1.9687  -0.17
C  -2.0835  1.2933  -2.8666  -0.09
H  -5.5615  7.7383  0.4733  0.08
H  -5.6073  5.9912  0.5776  0.06
H  -5.9577  6.7356  -0.9536  0.11
H  -3.0904  7.2925  1.3438  0.12
H  -1.9882  6.7891  0.0100  0.13
H  -3.8077  4.9855  1.6840  0.09
H  -2.0988  5.2378  2.0305  0.12
H  -3.3466  4.3406  -0.4945  0.11
H  -0.6623  4.0716  0.3402  0.08
H  -1.1825  4.8116  -1.1569  0.13
H  -1.1883  1.7710  -0.3535  0.09
H  -0.2650  2.5934  -1.6494  0.10
H  -1.9118  0.2980  -2.4229  0.07
H  -1.2584  1.4563  -3.5689  0.08
H  -2.9786  1.2339  -3.5285  0.09
C  1.2333  -0.6030  -3.8574  -0.07
O  1.0341  0.6453  -3.2291  -0.24
C  1.9887  1.5356  -3.7214  -0.25
C  1.9827  2.8635  -3.0792  -0.18
N  2.6017  2.8115  -1.7464  -0.06
C  2.6937  4.0732  -1.0006  -0.20
C  3.4604  3.9039  0.2473  -0.27
O  3.6447  5.1283  0.8956  -0.21
C  4.7276  5.1570  1.8531  -0.07
H  0.5141  -1.2631  -3.3443  0.08
H  2.2699  -0.9152  -3.7609  0.08
H  1.0087  -0.3853  -4.9488  0.12
H  1.7929  1.6129  -4.8073  0.13
H  2.9984  1.0895  -3.7834  0.13
H  0.9785  3.3151  -2.9743  0.12
H  2.5841  3.5198  -3.7382  0.12
H  2.0686  2.2359  -1.0840  0.09
H  1.7270  4.5127  -0.7031  0.12
H  3.1969  4.7596  -1.7096  0.13
H  4.4274  3.4310  -0.0020  0.12
H  2.9971  3.1969  0.9578  0.12
H  4.6208  4.2528  2.5486  0.10
H  4.6148  6.0905  2.4064  0.09
H  5.6890  5.0206  1.2697  0.10
C  6.1431  5.5514  -5.1375  -0.06
O  6.5127  4.3809  -4.3622  -0.21
C  5.4591  3.5309  -3.9974  -0.24
C  6.1617  2.5081  -3.1528  -0.19
N  5.3170  1.7481  -2.2680  -0.07
C  5.9422  0.9640  -1.2674  -0.23
C  4.9843  0.1352  -0.4293  -0.23
O  4.5124  -0.9766  -1.1094  -0.16
C  3.8113  -1.8845  -0.2949  -0.11
H  7.0825  6.1136  -5.0887  0.09
H  5.4000  6.0953  -4.5457  0.09
H  5.8727  5.3248  -6.1623  0.08
H  4.9049  3.1445  -4.8876  0.13
H  4.7139  4.1677  -3.5161  0.09
H  6.8053  3.0602  -2.4941  0.11
H  6.8091  1.9056  -3.7719  0.13
H  4.6352  2.3857  -1.8308  0.07
H  6.5244  1.5225  -0.5154  0.12
H  6.6863  0.3457  -1.7802  0.13
H  4.1216  0.7771  -0.1964  0.12
H  5.4689  -0.1436  0.4884  0.12
H  2.8704  -2.1327  -0.8325  0.07
H  3.4691  -1.3758  0.5918  0.06
H  4.4532  -2.7672  -0.0076  0.11
C  -2.8799  0.4160  0.9591  -0.04
O  -2.7789  -0.7450  0.1259  -0.24
C  -3.8836  -1.0427  -0.7439  -0.16
C  -3.5149  -2.0955  -1.7667  -0.17
N  -2.9027  -3.3093  -1.1452  -0.06
C  -3.9637  -4.2677  -0.8117  -0.17
C  -3.4552  -5.5642  -0.2132  -0.27
O  -3.0941  -5.3933  1.1230  -0.20
C  -2.6868  -6.7099  1.7336  -0.02
H  -3.0645  1.2904  0.4709  0.05
H  -1.9503  0.5492  1.5115  0.10
H  -3.7718  0.2046  1.5160  0.07
H  -4.1847  -0.1803  -1.3636  0.14
H  -4.6842  -1.2986  -0.0601  0.13
H  -2.7443  -1.6033  -2.4204  0.12
H  -4.3581  -2.2709  -2.4427  0.13
H  -2.2789  -3.7033  -1.8562  0.08
H  -4.4874  -4.5277  -1.7454  0.13
H  -4.6322  -3.8433  -0.0255  0.15
H  -2.6932  -5.8761  -0.9987  0.13
H  -4.2719  -6.2870  -0.2905  0.12
H  -2.5137  -6.5909  2.8100  0.08
H  -1.7621  -7.0967  1.2717  0.09
H  -3.6105  -7.3029  1.6359  0.09
C  3.0335  -4.7396  2.9474  -0.09
O  2.4537  -3.7289  3.7770  -0.20
C  2.1658  -2.5471  2.9906  -0.19
C  1.2268  -1.7008  3.8729  -0.17
N  0.0514  -2.5234  4.1296  -0.08
C  -0.8253  -2.0324  5.1725  -0.17
C  -1.6704  -3.2401  5.5812  -0.20
O  -0.7564  -4.2569  5.9696  -0.21
C  -1.3576  -5.2397  6.7837  -0.09
H  2.3340  -5.1827  2.2209  0.07
H  3.3734  -5.4873  3.6879  0.10
H  3.7968  -4.2815  2.3285  0.07
H  1.5746  -2.8126  2.0657  0.11
H  3.0747  -2.0627  2.5873  0.12
H  0.9385  -0.7711  3.3661  0.09
H  1.7558  -1.4460  4.8127  0.14
H  0.4105  -3.4368  4.4228  0.11
H  -1.3445  -1.1434  4.8007  0.10
H  -0.3105  -1.7689  6.0942  0.13
H  -2.2705  -3.6288  4.7564  0.12
H  -2.2935  -2.9921  6.4155  0.11
H  -0.5796  -5.9290  7.1769  0.11
H  -2.1359  -5.7279  6.1911  0.09
H  -1.8065  -4.6854  7.6092  0.08
C  -2.7329  -0.8751  -6.2644  -0.10
O  -2.3853  -2.2061  -6.0579  -0.17
C  -3.4636  -2.9400  -5.6034  -0.24
C  -2.9033  -4.2425  -5.1084  -0.19
N  -1.9537  -4.0145  -4.0319  -0.04
C  -1.0860  -5.1706  -3.7848  -0.19
C  0.2411  -4.7372  -3.1644  -0.21
O  0.9627  -3.9531  -4.1401  -0.20
C  2.3768  -3.8049  -3.7392  -0.07
H  -2.9080  -0.4115  -5.2941  0.07
H  -3.6041  -0.6391  -6.8556  0.09
H  -1.8621  -0.4309  -6.7037  0.09
H  -4.1564  -3.0661  -6.4090  0.12
H  -3.9881  -2.3220  -4.9116  0.10
H  -2.5002  -4.8438  -5.9041  0.12
H  -3.7482  -4.8382  -4.8166  0.11
H  -1.3945  -3.1689  -4.2513  0.12
H  -0.8145  -5.7187  -4.6949  0.12
H  -1.4876  -5.9015  -3.0660  0.11
H  0.8810  -5.5514  -2.8568  0.11
H  0.0113  -4.0498  -2.3223  0.11
H  2.8402  -4.7797  -3.5239  0.09
H  2.5081  -3.1411  -2.8481  0.07
H  2.8377  -3.3288  -4.5929  0.09
O  2.1544  -4.9359  -0.4546  -0.02
H  2.6448  -4.1190  -0.6071  0.03
H  2.6624  -5.6866  -0.6966  0.06
O  -1.8605  -2.6954  2.2154  -0.08
H  -1.1332  -2.5208  2.8989  0.04
H  -2.7303  -2.3669  2.5203  0.05
O  -3.7531  -1.1210  3.6226  -0.04
H  -4.4557  -0.9528  4.2183  0.04
H  -3.1835  -0.3371  3.6940  0.01
O  -0.3168  -4.2111  0.5168  -0.09
H  0.6254  -4.4449  0.2426  0.04
H  -0.5552  -4.5084  1.4529  0.10